Density functional theory data (ωB97M-V/def2-TZVPD) for a 2-piece molecular cluster, C4H6ClF overall at a distorted geometry.

Output
HOMO energy (alpha / beta): -5.97 / -10.23 eV
energy relative to the best compared isomer or geometry (same formula, charge and spin): 0.0 kcal/mol
2S+1: 3
Kohn-Sham gap (alpha / beta): 6.70 / 7.81 eV
lowest unoccupied orbital energy (alpha / beta): 0.738 / -2.419 eV

```
12
Properties=species:S:1:pos:R:3:forces:R:3
C 0.267 1.775 -0.331 2.64 0.52 0.36
C -0.867 1.056 -0.396 -4.63 -3.23 -0.06
C -0.431 -1.450 -0.084 2.18 -6.20 0.39
C -1.240 -0.365 -0.134 -1.01 9.10 -0.71
F -2.541 -0.490 0.183 0.04 -0.71 -0.57
Cl 2.620 -1.697 1.550 0.09 0.16 -0.10
H 0.309 2.860 -0.365 -0.48 -0.23 -0.33
H 1.242 1.363 -0.082 -0.19 -0.32 -0.02
H -1.797 1.632 -0.706 1.06 -0.68 0.84
H 2.859 -0.662 0.826 -0.04 -0.16 0.14
H 0.467 -1.588 -0.686 -0.31 0.46 0.06
H -0.888 -2.434 0.226 0.64 1.29 -0.01
```
Positions in Å, forces in eV/Å.